Record 1
C46H106N4O9S5 | ωB97M-V/def2-TZVPD

```
170
Properties=species:S:1:pos:R:3:forces:R:3:mulliken_charge:R:1
C 0.582 2.854 -4.002 0.5 0.3 -0.3 -1.041
S 0.613 1.060 -4.189 -0.6 -0.1 0.2 0.832
O 0.977 0.811 -5.607 0.3 0.0 -0.1 -0.787
C -1.176 0.821 -4.209 -0.1 0.2 -0.5 -0.991
H -0.118 3.252 -3.270 0.0 -0.3 0.1 0.221
H 0.363 3.253 -4.994 -0.1 -0.1 0.0 0.634
H 1.603 3.143 -3.748 -0.1 0.1 0.1 0.184
H -1.356 -0.200 -4.540 0.1 -0.1 0.2 0.272
H -1.505 1.472 -5.022 -0.2 0.1 0.1 0.507
H -1.705 1.038 -3.284 0.2 0.0 0.1 0.169
C 5.767 -2.141 -1.162 -0.2 -1.3 0.3 -1.220
S 4.276 -1.634 -0.298 0.1 0.7 0.3 0.912
O 3.112 -1.978 -1.151 -0.1 0.1 -0.4 -0.838
C 4.281 -2.819 1.041 0.4 -0.5 0.2 -1.095
H 6.517 -2.422 -0.421 0.2 0.5 -0.1 0.416
H 6.099 -1.390 -1.867 0.0 0.1 0.1 0.348
H 5.526 -3.082 -1.669 -0.1 0.2 -0.2 0.351
H 3.901 -3.791 0.723 -0.1 0.1 -0.3 0.224
H 3.664 -2.435 1.853 0.0 0.1 -0.1 0.290
H 5.308 -2.965 1.380 -0.1 0.1 0.2 0.487
C 5.844 0.054 3.158 -0.6 -1.0 0.1 -1.159
S 4.168 0.507 2.653 0.4 0.7 -0.5 0.963
O 3.241 0.064 3.720 -0.1 -0.3 0.4 -0.701
C 4.356 2.280 2.901 -0.1 0.1 0.0 -0.973
H 5.893 -1.016 2.941 0.2 0.1 -0.1 0.292
H 5.908 0.130 4.243 0.2 0.5 0.0 0.397
H 6.595 0.586 2.585 0.1 0.2 0.1 0.369
H 4.647 2.451 3.937 -0.1 0.0 0.0 0.511
H 3.372 2.701 2.698 0.0 0.1 0.1 -0.146
H 5.072 2.748 2.225 0.1 -0.2 -0.1 0.390
C -4.994 2.236 0.437 -0.2 -0.2 -0.8 -1.084
S -5.255 1.093 1.799 0.9 0.3 0.0 0.839
O -6.652 0.626 1.665 -0.5 0.0 0.1 -0.742
C -5.201 2.365 3.081 -0.3 -0.3 0.3 -1.099
H -5.921 2.788 0.266 0.0 0.1 0.3 0.537
H -4.838 1.634 -0.463 0.1 0.0 0.1 0.254
H -4.138 2.893 0.555 0.0 0.0 0.3 0.144
H -6.037 3.043 2.908 0.0 0.1 0.0 0.433
H -4.244 2.883 3.107 0.1 -0.1 -0.2 0.229
H -5.330 1.847 4.032 -0.1 0.1 0.0 0.335
C 0.375 0.680 5.419 0.2 0.2 -0.3 -0.542
S -0.561 2.202 5.671 0.4 -0.3 0.5 0.422
O -1.674 2.164 4.678 -0.2 0.0 0.0 -0.596
C -1.291 1.715 7.246 -0.2 -0.4 -0.1 -1.097
H -0.326 -0.067 5.045 0.0 0.0 0.1 0.242
H 0.877 0.338 6.322 -0.1 0.1 0.1 0.544
H 1.138 0.879 4.670 0.0 -0.1 -0.1 -0.125
H -1.997 2.477 7.567 0.1 0.1 0.0 0.359
H -0.523 1.537 7.996 0.1 0.2 0.0 0.392
H -1.827 0.778 7.079 0.0 0.1 0.0 0.317
C 1.434 -4.119 -4.824 0.6 0.1 0.1 -2.415
C 0.628 -3.843 -3.544 -0.3 0.0 -1.0 2.008
C -0.812 -4.273 -3.871 -0.4 -0.3 1.0 -1.577
C -1.638 -4.674 -2.644 -0.4 -0.5 -0.1 0.454
C -0.904 -5.576 -1.670 0.2 0.2 0.7 -1.272
C 0.476 -5.019 -1.285 -0.4 0.5 0.1 2.068
N 1.192 -4.726 -2.527 0.0 -0.6 0.0 0.212
O 2.550 -4.414 -2.278 -0.1 0.3 -0.2 -0.553
C 0.283 -3.785 -0.377 0.5 0.0 0.1 -1.115
C 1.247 -6.079 -0.505 0.0 -0.1 -0.7 -2.167
C 0.652 -2.333 -3.273 0.6 0.3 0.5 -1.649
H 0.986 -3.659 -5.705 -0.1 0.1 0.1 0.396
H 1.505 -5.197 -4.972 -0.1 0.0 0.0 0.579
H 2.458 -3.754 -4.722 -0.1 0.1 -0.1 0.290
H -1.367 -3.451 -4.324 0.3 0.0 -0.4 0.412
H -0.783 -5.121 -4.556 0.0 0.0 -0.1 0.409
H -2.532 -5.209 -2.989 0.1 0.2 -0.1 0.729
H -2.041 -3.818 -2.095 0.2 0.2 -0.1 -0.392
H -0.811 -6.613 -2.004 0.1 0.1 -0.4 0.560
H -1.460 -5.625 -0.724 -0.1 -0.1 -0.1 -0.023
H -0.390 -3.042 -0.801 -0.1 -0.1 0.0 -0.302
H -0.085 -4.091 0.605 -0.2 0.0 -0.1 0.761
H 1.236 -3.274 -0.204 0.0 -0.1 -0.1 -0.056
H 2.295 -5.790 -0.450 0.0 0.1 0.5 0.351
H 0.767 -6.213 0.462 0.2 -0.1 0.1 0.339
H 1.233 -7.019 -1.062 -0.1 0.0 0.1 0.518
H -0.134 -1.990 -2.597 -0.2 -0.1 -0.1 0.221
H 0.592 -1.790 -4.218 -0.2 -0.1 0.0 0.649
H 1.589 -1.996 -2.813 -0.1 -0.1 -0.1 0.336
H 2.591 -3.463 -2.061 0.1 -0.2 0.3 0.492
C 6.055 5.634 -2.021 0.1 0.2 0.0 -2.025
C 4.745 5.740 -1.236 0.2 -0.3 -0.5 1.766
C 5.043 6.617 -0.015 0.2 -0.7 0.7 -1.456
C 3.814 7.184 0.652 -1.0 0.6 0.4 -0.476
C 2.913 7.863 -0.375 0.8 0.4 -0.4 -1.391
C 2.527 6.970 -1.557 -0.3 -0.1 0.7 1.953
N 3.786 6.453 -2.078 0.5 0.9 -0.2 0.340
O 3.647 5.828 -3.344 -0.4 -0.4 0.3 -0.438
C 1.478 5.954 -1.076 0.3 -0.4 -0.1 -1.010
C 1.901 7.869 -2.602 0.3 0.7 -0.6 -2.353
C 4.268 4.325 -0.823 0.1 0.7 0.2 -1.024
H 6.839 5.195 -1.400 -0.1 -0.1 0.0 0.419
H 6.388 6.640 -2.286 0.0 0.0 -0.1 0.503
H 5.949 5.045 -2.929 0.0 -0.1 0.0 0.409
H 5.529 5.967 0.725 0.2 0.0 -0.2 0.286
H 5.783 7.375 -0.272 -0.2 0.3 -0.1 0.492
H 4.039 7.951 1.400 0.4 -0.1 0.0 0.495
H 3.277 6.429 1.239 0.0 -0.2 -0.3 0.156
H 3.531 8.666 -0.802 -0.1 0.0 0.0 0.417
H 2.034 8.364 0.033 -0.1 -0.3 0.2 0.475
H 1.872 5.247 -0.348 0.1 0.2 0.1 -0.123
H 0.670 6.499 -0.585 -0.2 -0.1 -0.2 0.402
H 1.099 5.341 -1.899 -0.1 0.2 0.0 0.206
H 1.638 7.344 -3.519 -0.3 -0.1 0.2 0.409
H 1.048 8.415 -2.196 -0.2 -0.3 0.0 0.386
H 2.607 8.655 -2.900 0.1 -0.1 0.1 0.516
H 3.786 4.435 0.150 -0.2 -0.5 0.0 -0.056
H 5.120 3.652 -0.725 0.0 -0.1 0.0 0.529
H 3.569 3.935 -1.560 0.0 -0.1 0.0 -0.068
H 3.865 6.533 -3.961 0.1 0.0 -0.1 0.343
C 0.098 3.575 1.982 -0.6 0.4 1.0 -1.670
C -0.086 2.560 0.879 0.3 0.3 -1.2 2.346
C 1.271 2.331 0.209 1.4 -0.3 0.0 0.687
C 1.443 1.027 -0.543 -0.6 -0.7 -0.4 0.310
C 0.963 -0.173 0.267 -0.3 1.2 0.2 -0.484
C -0.438 0.042 0.853 -0.3 -1.2 -0.8 2.888
N -0.533 1.328 1.500 0.6 -0.2 1.0 0.471
O -1.820 1.480 2.073 -0.1 0.1 -0.5 0.653
C -1.462 -0.186 -0.289 -0.6 0.9 0.5 1.120
C -0.601 -1.048 1.911 -0.7 0.3 0.5 -1.308
C -1.014 3.052 -0.233 -1.2 0.1 0.2 -0.337
H -0.776 3.577 2.641 0.0 -0.1 -0.1 0.473
H 0.209 4.618 1.680 0.3 -0.2 -0.4 0.191
H 0.931 3.269 2.619 0.1 0.1 -0.1 0.187
H 1.533 3.142 -0.473 -0.4 0.2 0.1 -0.225
H 2.079 2.361 0.952 -0.2 0.0 0.2 -1.292
H 2.467 0.836 -0.879 0.1 0.3 0.2 1.007
H 0.884 1.023 -1.488 -0.1 0.2 0.1 -1.682
H 1.592 -0.306 1.154 0.4 -0.4 -0.4 -0.213
H 0.901 -1.009 -0.423 0.4 -0.4 0.5 -0.808
H -2.332 0.463 -0.139 0.1 0.0 0.0 -0.330
H -0.990 0.096 -1.229 -0.2 -0.3 -0.3 -0.784
H -1.887 -1.187 -0.299 0.4 -0.2 -0.2 -1.029
H -1.581 -1.000 2.396 0.0 0.1 -0.1 0.448
H -0.540 -2.042 1.470 0.3 0.1 0.0 -0.376
H 0.144 -0.887 2.695 0.1 -0.3 -0.1 0.257
H -2.057 3.052 0.095 0.1 -0.1 0.1 -0.606
H -0.972 2.367 -1.079 0.1 0.2 -0.2 -0.124
H -0.844 4.084 -0.548 0.5 -0.1 -0.1 0.403
H -1.657 1.496 3.032 -0.1 0.2 0.0 -0.005
C -3.449 -3.081 0.871 -0.3 0.6 0.6 -1.242
C -4.512 -3.873 1.650 0.4 0.1 -0.1 2.037
C -5.849 -3.123 1.609 0.2 0.6 -0.7 -0.996
C -6.599 -3.334 0.305 -0.2 0.2 -0.5 -0.772
C -6.759 -4.809 -0.049 0.4 0.6 0.5 -1.311
C -5.432 -5.595 -0.022 -0.7 0.5 -0.5 2.142
N -4.686 -5.242 1.165 -0.5 -0.3 1.0 0.252
O -3.453 -5.953 1.189 0.1 0.2 -0.2 -0.441
C -5.799 -7.071 0.030 0.4 -0.4 -0.1 -2.257
C -4.691 -5.329 -1.342 0.5 -0.4 0.5 -1.823
C -4.092 -3.953 3.124 0.0 -0.3 -0.2 -2.207
H -3.314 -2.132 1.404 0.1 -0.1 0.0 0.068
H -3.798 -2.793 -0.120 0.2 -0.3 -0.2 0.419
H -2.485 -3.585 0.876 0.0 -0.2 -0.3 -0.018
H -6.457 -3.315 2.493 -0.1 -0.3 -0.1 0.430
H -5.610 -2.055 1.623 0.0 0.0 0.4 0.012
H -6.107 -2.774 -0.501 0.3 -0.3 0.0 0.204
H -7.580 -2.849 0.336 0.0 -0.1 0.2 0.484
H -7.136 -4.907 -1.067 -0.4 -0.1 0.1 0.491
H -7.470 -5.207 0.681 0.0 -0.4 -0.2 0.385
H -6.075 -7.404 1.030 -0.1 0.2 0.1 0.517
H -6.644 -7.258 -0.635 0.1 -0.1 -0.1 0.413
H -4.942 -7.668 -0.293 -0.1 -0.1 0.0 0.373
H -3.709 -5.807 -1.273 -0.2 0.0 -0.1 0.206
H -5.245 -5.790 -2.160 0.0 0.1 -0.1 0.529
H -4.511 -4.273 -1.532 -0.2 0.0 -0.1 0.333
H -4.004 -2.952 3.547 0.0 0.0 0.0 0.335
H -3.142 -4.477 3.241 0.1 0.1 0.0 0.428
H -4.857 -4.518 3.661 0.0 0.1 0.1 0.570
H -3.503 -6.454 2.007 0.0 -0.1 0.0 0.347
```
Positions in Å, forces in eV/Å.

LUMO energy: -0.03 eV
2S+1: 1
Calculated total energy: -4703.1043 Ha
Relative energy (zero: lowest compared OMol25 entry of this formula, charge and spin): 0.0000 eV
Gap between HOMO and LUMO: 7.6 eV


Record 2
C3H6N2 | ωB97M-V/def2-TZVPD

```
11
Properties=species:S:1:pos:R:3:forces:R:3:mulliken_charge:R:1
C 1.534 -0.555 0.036 -0.1 0.0 0.0 -0.510
N 0.256 -0.556 0.331 0.0 -0.1 0.0 -0.115
C -0.814 -0.287 -0.446 0.1 0.0 -0.1 -0.385
C -2.092 -0.237 0.140 -0.9 0.0 0.5 0.202
N -3.147 -0.182 0.632 1.0 -0.1 -0.5 -0.432
H 1.836 -0.353 -0.984 -0.1 -0.1 0.2 0.334
H 2.250 -0.776 0.812 -0.1 0.0 -0.1 0.238
H 1.006 1.850 -0.273 -0.1 0.1 0.0 0.018
H 0.028 -0.730 1.308 0.0 0.0 -0.1 0.225
H 0.272 1.889 -0.421 0.1 0.1 0.0 -0.009
H -0.653 -0.103 -1.499 -0.1 -0.1 0.2 0.435
```
Positions in Å, forces in eV/Å.

LUMO energy (spin up / spin down): 0.30 / 0.30 eV
2S+1: 1
Calculated total energy: -227.3056 Ha
Relative energy (zero: lowest compared OMol25 entry of this formula, charge and spin): 3.2434 eV
Gap between HOMO and LUMO (spin up / spin down): 8.2 / 8.2 eV


Record 3
C13H60F4NO20P2 | ωB97M-V/def2-TZVPD

```
100
Properties=species:S:1:pos:R:3:forces:R:3:mulliken_charge:R:1
C -4.091 1.994 -2.036 0.6 -0.1 0.1 -0.581
C -3.131 1.253 -2.952 -0.7 0.4 -0.6 -0.536
O -1.857 1.920 -3.055 0.3 -0.3 0.2 -0.447
P -0.626 1.079 -2.458 0.4 0.2 0.6 0.627
O -0.425 -0.230 -3.086 0.0 -1.1 -0.7 -0.721
C -0.855 1.003 -0.652 -0.3 0.3 -1.3 0.111
C -1.714 -0.209 -0.224 0.4 0.8 -0.5 -2.452
P -1.449 -0.992 1.535 -1.5 0.9 0.3 -0.627
C -1.477 -1.893 3.254 0.8 0.0 0.6 -0.437
C -0.285 -1.921 4.145 -0.7 0.1 -0.5 0.029
N 0.315 -2.989 4.434 1.2 -1.0 0.9 -0.511
C -0.819 0.680 2.259 -0.3 -0.1 0.3 -1.576
C -1.920 1.733 2.277 0.8 0.2 0.3 0.776
C -2.599 1.772 3.627 -0.3 0.1 -0.2 -1.678
O -1.273 3.010 2.067 -0.4 0.2 -0.2 -0.546
C 0.321 -1.665 1.077 -0.4 -0.6 -1.1 0.628
F 0.297 -2.985 1.447 0.1 -0.4 0.5 -0.328
F 1.399 -1.103 1.683 0.5 0.3 0.6 -0.298
C 0.708 -1.775 -0.412 0.8 -1.3 0.4 0.079
F 1.652 -2.798 -0.518 0.2 -0.2 -0.1 -0.379
F 1.388 -0.699 -0.825 0.0 0.8 -0.2 0.030
O 0.640 1.978 -2.813 -0.6 0.6 0.7 -0.466
C 0.804 3.161 -1.963 0.3 -0.1 -0.9 0.099
C 1.644 4.162 -2.748 0.0 -0.8 0.3 -1.186
H -3.540 2.741 -1.474 0.1 0.0 0.3 -0.066
H -4.575 1.330 -1.336 -0.1 -0.2 0.3 0.238
H -4.860 2.496 -2.588 -0.3 0.2 -0.3 0.360
H -3.030 0.208 -2.696 0.3 -0.2 0.3 0.194
H -3.550 1.269 -3.950 0.1 -0.1 -0.4 0.676
H 0.144 1.091 -0.242 0.0 -0.3 0.2 0.361
H -1.369 1.925 -0.408 0.0 0.3 0.3 0.972
H -2.734 0.149 -0.269 -0.5 0.1 0.5 0.362
H -1.730 -0.948 -1.017 0.4 -0.5 0.0 0.999
H -1.970 -2.230 0.955 0.2 0.0 -0.1 0.137
H -2.806 -0.531 1.863 -0.1 -0.3 -0.1 0.442
H -2.301 -1.500 3.842 -0.2 0.6 -0.1 0.458
H -1.738 -2.934 3.112 -0.1 0.0 -0.4 -0.045
H 0.136 -1.036 4.603 -0.1 0.5 0.0 0.426
H -0.124 -3.777 3.961 0.0 0.0 -0.1 0.074
H -0.579 0.596 3.314 0.4 -0.5 0.2 0.576
H 0.088 1.072 1.810 0.0 0.1 -0.3 0.519
H -2.675 1.544 1.514 0.0 0.1 -0.3 -0.092
H -3.306 2.600 3.670 -0.3 0.1 0.0 0.576
H -3.131 0.844 3.804 -0.1 -0.2 0.1 0.275
H -1.865 1.921 4.410 0.2 0.0 0.2 0.385
H -1.909 3.684 2.345 0.2 0.0 -0.2 0.402
H -0.065 -2.080 -1.100 -0.4 0.4 -0.1 0.129
H 1.328 2.843 -1.076 0.0 -0.1 0.4 0.162
H -0.181 3.539 -1.718 -0.1 0.2 0.2 0.252
H 2.551 4.344 -2.187 0.2 0.4 0.0 0.378
H 1.111 5.073 -2.968 -0.1 0.3 0.0 0.369
H 1.936 3.676 -3.671 0.1 0.2 -0.2 0.128
O 4.181 0.457 1.245 0.4 -0.6 0.1 -0.750
H 3.470 -0.196 1.195 -0.3 0.2 0.0 0.347
H 4.764 0.215 0.512 -0.2 0.4 -0.3 0.307
O -7.018 2.977 -1.850 -0.4 0.0 0.0 -0.589
H -7.297 3.440 -2.649 0.2 0.1 0.0 0.295
H -7.688 2.296 -1.721 0.1 0.0 0.1 0.286
O 2.555 -0.228 -3.570 0.3 -0.1 -0.1 -0.597
H 2.616 -1.052 -4.063 0.0 0.0 0.1 0.219
H 1.672 -0.253 -3.173 -0.1 0.1 -0.1 0.320
O 3.048 -5.120 1.089 -0.1 0.0 -0.2 -0.651
H 3.715 -4.501 1.407 -0.1 -0.1 0.1 0.290
H 2.534 -4.603 0.455 0.0 0.1 0.1 0.345
O 5.433 -2.028 2.303 0.4 -0.1 0.0 -0.624
H 6.211 -1.901 2.858 -0.1 0.1 0.1 0.300
H 5.145 -1.126 2.085 -0.2 0.1 0.0 0.323
O 2.449 3.561 -5.863 -0.1 -0.2 -0.3 -0.633
H 1.711 2.954 -5.991 0.0 0.0 0.2 0.294
H 3.123 3.257 -6.483 0.0 0.1 0.0 0.329
O 4.974 4.427 -6.447 0.2 -0.1 0.1 -0.664
H 4.616 4.349 -5.554 -0.1 0.1 -0.1 0.338
H 5.865 4.067 -6.382 -0.1 0.0 0.0 0.315
O 2.964 -2.051 6.281 0.0 -0.2 0.2 -0.653
H 2.307 -2.542 5.766 -0.2 0.1 -0.3 0.329
H 3.500 -2.735 6.695 0.0 0.1 -0.1 0.296
O -0.729 -5.198 6.461 0.1 -0.1 0.0 -0.675
H -0.165 -5.903 6.122 0.0 0.1 0.0 0.325
H -0.136 -4.437 6.523 -0.1 0.1 -0.3 0.315
O -0.849 -1.603 -5.834 0.0 -0.2 0.0 -0.682
H -0.493 -1.256 -5.003 -0.1 0.2 0.2 0.384
H -1.416 -2.329 -5.556 0.0 0.1 0.0 0.297
O 5.358 1.008 -1.640 0.1 -0.1 -0.1 -0.622
H 4.861 0.539 -2.324 -0.3 0.0 0.1 0.312
H 6.226 1.155 -2.030 -0.1 0.0 0.1 0.277
O -3.838 5.382 -1.150 -0.1 0.1 -0.4 -0.674
H -4.600 4.833 -1.376 0.0 -0.1 0.2 0.349
H -3.143 5.081 -1.747 0.1 -0.1 0.3 0.300
O 0.431 -6.856 1.632 0.1 -0.1 0.0 -0.654
H 0.960 -7.566 1.253 0.0 0.1 0.0 0.302
H 1.064 -6.134 1.744 0.1 0.0 0.0 0.347
O -5.278 4.857 -3.697 -0.1 0.1 -0.2 -0.555
H -4.567 5.377 -3.301 -0.1 0.0 0.0 0.310
H -5.621 5.421 -4.398 0.0 -0.1 0.0 0.272
O -2.781 -4.668 3.745 -0.1 -0.4 0.3 -0.579
H -3.435 -5.373 3.696 0.1 0.0 -0.1 0.240
H -2.230 -4.904 4.505 0.0 0.1 0.0 0.314
O 6.373 -4.827 2.430 0.2 0.1 0.0 -0.628
H 7.155 -4.740 2.984 -0.1 -0.1 0.0 0.280
H 6.099 -3.917 2.248 -0.2 0.0 -0.1 0.421
```
Positions in Å, forces in eV/Å.

LUMO energy: 1.72 eV
2S+1: 1
Calculated total energy: -3173.0713 Ha
Charge: -1
Gap between HOMO and LUMO: 6.5 eV